(1)
65
Properties=species:S:1:pos:R:3:forces:R:3:mulliken_charge:R:1 method="wB97M-V/def2-TZVPD" e_homo_ev=-3.062 multiplicity=1 de_lowest_kj_mol=126.8 gap_ev=5.37 total_charge=-1
O 0.251714 0.045972 -1.725328 3.6 -1.7 4.1 -0.467
C -0.759327 0.306353 -2.473186 -2.1 1.0 -2.5 0.312
C -0.464402 1.628123 -3.193688 -1.0 -0.6 -0.3 -0.689
C 0.401272 2.556593 -2.635591 0.1 0.3 -0.1 0.428
H 0.881085 2.330061 -1.678532 -0.3 0.1 -0.4 0.276
C 0.626468 3.769304 -3.294472 -0.1 -0.3 0.0 -0.956
H 1.297631 4.496946 -2.839821 -0.1 0.0 -0.1 0.410
C 0.001416 4.030637 -4.513028 -0.1 -0.2 0.0 -0.420
H 0.179610 4.973859 -5.028984 -0.1 -0.2 0.1 0.354
C -0.855566 3.070757 -5.074295 0.1 0.1 0.0 -0.653
H -1.339886 3.263102 -6.030610 0.1 0.0 0.1 0.357
C -1.088112 1.868210 -4.413571 0.2 0.6 -0.2 -0.109
H -1.760196 1.114983 -4.834062 0.2 0.2 0.2 0.355
H -0.751656 -0.506151 -3.213196 -0.7 0.0 -1.2 0.251
C -2.594900 -1.156455 -1.503104 0.2 0.2 0.6 -1.303
C -2.171289 0.244189 -1.841427 -0.6 2.4 -1.1 -0.319
H -3.677838 -1.226864 -1.416522 -0.1 -0.2 -0.1 0.383
H -2.163639 -1.467893 -0.528844 -0.5 0.2 -0.9 0.149
H -2.191518 -1.834632 -2.246635 -0.2 -0.3 -0.5 0.436
C -2.843314 1.409205 -1.545461 0.5 -1.5 -1.6 0.506
C -4.172659 1.501451 -0.820245 0.2 0.1 -0.5 -1.398
H -2.372241 2.374385 -1.825940 -0.3 -0.7 0.2 0.215
H -4.903034 1.977948 -1.461591 -0.4 0.2 -0.4 0.414
H -4.059796 2.113506 0.086113 -0.1 -0.2 -0.4 0.267
H -4.526473 0.506666 -0.527852 -0.1 0.4 -0.1 0.285
Cd -0.010565 0.059794 0.480484 -0.3 0.5 -2.9 1.635
Cl 0.647797 2.369280 0.819707 0.8 1.6 0.2 -0.714
Cl -2.360833 0.479953 0.738619 -0.3 -0.4 4.6 -0.703
H 4.640002 1.357774 -2.363197 -0.2 0.1 0.0 0.340
H 4.968363 1.696380 0.319492 -0.2 -0.1 0.0 0.337
C 3.579006 1.363885 -2.061847 0.4 -0.1 -0.3 -1.007
C 3.878434 1.558342 0.391842 -0.4 0.3 -0.1 -0.935
N 3.426309 0.778458 -0.747974 0.2 -0.3 -0.2 0.346
H 2.985318 0.794762 -2.795856 0.1 0.3 0.3 0.322
C 2.756318 -0.366285 -0.602181 -0.9 -0.3 1.7 -0.094
O 2.165001 -0.687411 0.456942 1.9 -0.4 -1.3 -0.810
H 3.605246 1.037603 1.316321 0.1 0.2 -0.3 0.238
H 2.794188 -1.067874 -1.449347 -0.3 0.4 -0.2 0.509
H 3.222106 2.406560 -2.032492 0.0 -0.4 -0.1 0.283
H 3.376165 2.533484 0.360330 0.1 -0.2 0.3 0.323
H -0.588967 -5.355112 1.021724 -0.2 0.1 -0.1 0.307
H 1.305607 -5.751096 -0.911956 0.0 0.2 -0.2 0.322
C -1.044150 -4.769385 0.209726 0.3 -0.1 -0.1 -0.983
C 0.775525 -4.972273 -1.480913 0.0 -0.2 -0.3 -0.967
N 0.003627 -4.145636 -0.593565 0.0 -0.6 -0.5 0.335
H -1.697908 -3.998003 0.624912 0.2 -0.2 -0.1 0.271
C 0.201922 -2.829424 -0.545521 -1.5 1.0 2.0 0.647
O -0.432112 -2.189858 0.325272 1.6 -0.9 -1.4 -0.905
H 1.507131 -4.338751 -2.009121 -0.3 -0.4 0.2 0.270
H 0.885913 -2.396587 -1.305924 -0.4 0.1 0.5 -0.218
H -1.620614 -5.445599 -0.435899 0.1 0.1 0.1 0.341
H 0.111569 -5.456377 -2.213860 0.3 0.0 0.1 0.326
N -0.017172 0.005791 2.529472 0.4 -0.7 2.3 -0.420
C -0.015186 0.053789 3.665162 0.0 0.1 -2.5 0.722
C -0.005814 0.066926 5.022364 0.0 0.2 3.0 0.065
C -1.207589 0.204331 5.718808 -0.2 -0.1 0.5 -0.442
C -1.197300 0.120289 7.109938 0.1 0.0 0.0 -0.491
C 0.001957 -0.098097 7.799468 0.0 0.1 -0.5 -0.334
C 1.202823 -0.189677 7.085222 0.0 0.0 0.0 -0.498
C 1.206221 -0.094215 5.696670 0.1 -0.1 0.4 -0.477
H -2.143039 0.360620 5.174110 0.4 -0.1 0.1 0.477
H -2.142680 0.215497 7.646835 0.3 0.0 -0.1 0.352
H 0.002929 -0.195841 8.883067 0.0 0.1 -0.2 0.370
H 2.151273 -0.346290 7.601220 -0.3 0.1 0.0 0.349
H 2.139843 -0.160002 5.131802 -0.4 0.0 0.2 0.429

(2)
66
Properties=species:S:1:pos:R:3:forces:R:3:mulliken_charge:R:1 method="wB97M-V/def2-TZVPD" e_homo_ev=-9.435 smiles=Fc1ccccc1.CC#N.CC#N.CC#N.CC#N.CC#N.CC#N.CC#N.CC#N.CC#N multiplicity=1 gap_ev=9.75
F 2.360440 -0.661050 -0.666148 0.2 0.0 -0.1 -0.220
C 2.257678 -1.973248 -0.369551 -0.1 0.0 0.4 0.389
C 3.177010 -2.554755 0.476539 0.0 -0.2 -0.1 -0.574
C 2.981015 -3.894214 0.814623 0.3 0.4 -0.1 -0.472
C 1.933194 -4.619925 0.271182 -0.5 -0.1 0.7 -0.622
C 0.994934 -3.998960 -0.547328 0.7 -0.1 0.2 -0.574
C 1.173832 -2.658464 -0.865180 -0.5 -0.4 -0.8 -0.312
H 4.024339 -1.982910 0.829326 -0.1 0.0 0.2 0.394
H 3.650345 -4.347000 1.536941 0.1 -0.1 -0.2 0.530
H 1.775637 -5.637492 0.614239 0.1 0.0 -0.2 0.363
H 0.157720 -4.576610 -0.913227 -0.1 0.2 -0.2 0.472
H 0.506470 -2.186028 -1.574990 0.0 0.2 0.2 0.539
C -4.619491 0.596062 -0.870976 0.1 -0.5 -0.3 -0.291
C -4.054159 0.886376 0.434051 -0.6 -0.1 -1.5 0.273
N -3.566212 1.104342 1.436335 0.7 0.4 1.5 -0.483
H -4.008965 -0.173211 -1.348471 0.0 0.0 0.1 -0.233
H -4.613455 1.450822 -1.539975 -0.1 0.2 0.2 0.353
H -5.626812 0.201449 -0.770027 -0.1 0.1 0.0 0.360
C 2.070298 4.793871 -0.781590 0.1 0.1 0.4 -0.185
C 3.088918 5.325637 -1.673262 0.1 -0.1 -0.1 0.151
N 3.904382 5.755178 -2.356299 0.0 0.0 0.0 -0.377
H 1.264639 5.516005 -0.671334 -0.1 -0.1 -0.1 0.336
H 2.511804 4.636727 0.202990 0.0 0.0 0.0 0.137
H 1.699185 3.833539 -1.124907 0.0 0.0 -0.2 -0.080
C -0.047832 1.038036 0.065072 0.6 0.6 0.5 -0.304
C -0.707074 0.268476 -0.935530 0.0 0.0 -0.3 -0.047
N -1.238980 -0.335134 -1.747545 -0.4 -0.4 -0.5 -0.336
H 0.967756 1.290105 -0.239841 0.0 -0.1 -0.2 0.093
H 0.014222 0.460367 0.981869 -0.1 0.0 0.3 0.192
H -0.580506 1.971105 0.215787 -0.1 0.0 0.2 0.403
C 1.173497 1.085481 -4.118093 0.0 0.1 0.8 -0.524
C 2.133778 1.505921 -3.088147 -1.2 -0.7 -1.8 0.423
N 2.909453 1.810397 -2.320969 1.2 0.7 1.5 -0.433
H 1.624389 0.337953 -4.760573 0.1 0.0 -0.1 0.315
H 0.854217 1.962341 -4.673995 0.0 -0.1 -0.2 0.321
H 0.320375 0.648615 -3.593978 0.0 0.0 -0.2 -0.056
C -3.286705 -1.509323 -4.275635 0.0 -0.7 0.1 -0.309
C -4.506734 -0.735872 -4.133593 0.7 -0.2 -0.4 0.374
N -5.436586 -0.083833 -4.022828 -0.8 0.5 0.2 -0.455
H -2.754736 -1.479923 -3.327099 0.2 0.0 -0.1 -0.126
H -2.661748 -1.174838 -5.098995 0.0 0.4 0.1 0.293
H -3.530780 -2.549581 -4.500084 -0.1 0.0 0.2 0.264
C -2.537142 -2.372977 0.847498 -0.8 0.6 0.6 -0.194
C -3.228105 -2.915282 -0.307630 1.2 0.6 1.5 0.386
N -3.738753 -3.332662 -1.228033 -1.0 -0.7 -1.7 -0.473
H -2.304897 -1.325541 0.660740 0.5 -0.1 -0.1 -0.388
H -1.678876 -2.957689 1.154282 0.2 0.0 -0.2 0.267
H -3.236405 -2.303701 1.686640 0.0 -0.3 0.0 0.371
C 2.071805 -3.140646 4.379341 0.0 -0.3 -0.8 -0.801
C 1.279788 -2.168750 3.643380 0.4 -0.3 0.4 0.379
N 0.677161 -1.396148 3.059108 -0.6 0.6 -0.5 -0.392
H 2.853297 -3.485629 3.699261 0.1 0.1 0.2 0.158
H 1.455080 -4.010244 4.596722 0.0 0.1 0.3 0.344
H 2.510679 -2.687767 5.257976 0.0 0.0 0.2 0.311
C 2.933997 1.813272 2.414352 0.1 0.2 0.0 -0.250
C 3.552360 0.591875 2.904502 0.2 -0.2 0.2 0.267
N 4.002804 -0.386756 3.306474 0.0 0.2 -0.1 -0.463
H 2.686957 2.491199 3.227533 -0.1 -0.2 0.2 0.389
H 2.020992 1.557557 1.889885 -0.1 0.1 0.0 -0.235
H 3.601298 2.363088 1.752475 0.1 -0.2 -0.1 0.318
C -2.322399 4.230025 2.768663 -0.2 -0.1 0.2 -0.755
C -0.989090 3.733588 2.503883 0.2 -0.1 -0.1 0.380
N 0.056924 3.319457 2.280597 0.1 0.1 0.0 -0.329
H -3.043071 3.520923 2.365847 -0.1 0.0 0.0 0.176
H -2.456531 5.210263 2.322252 0.0 0.1 -0.1 0.286
H -2.456622 4.306111 3.845471 -0.1 0.0 0.0 0.285

(3)
62
Properties=species:S:1:pos:R:3:forces:R:3:mulliken_charge:R:1 method="wB97M-V/def2-TZVPD" e_homo_ev=-8.479 smiles="COCCNC(=O)c1cccc(OC2CCN([C@H](C)COc3ccccc3)CC2)c1" multiplicity=1 de_lowest_kj_mol=243.9 gap_ev=9.24
C 9.549586 -0.349630 -1.885578 0.1 0.0 0.0 -0.679
O 8.344256 -1.067571 -1.785703 -0.2 0.0 -0.1 -0.364
C 8.239468 -1.888064 -0.642392 -0.1 0.0 0.4 -0.420
C 7.902198 -1.100037 0.629982 0.2 -0.2 -0.2 -0.836
N 6.659754 -0.386129 0.465833 0.2 0.1 -0.3 -0.123
C 5.565005 -0.666073 1.218313 0.2 0.2 0.0 0.250
O 5.599628 -1.430084 2.163227 -0.2 -0.2 0.1 -0.672
C 4.327376 0.058879 0.805870 -0.4 0.1 0.0 0.574
C 3.111799 -0.567945 1.015787 0.0 0.0 0.0 -0.531
C 1.904773 0.038695 0.656183 0.4 0.0 0.0 0.761
C 1.948066 1.311411 0.094734 -0.3 0.0 0.0 -0.257
C 3.166456 1.945654 -0.093502 0.1 0.0 0.0 -1.320
C 4.356259 1.335754 0.248206 0.1 0.0 0.0 -0.588
H 5.290100 1.860086 0.112625 0.1 0.0 0.0 0.509
H 3.176295 2.939398 -0.517672 0.0 0.1 0.0 0.381
H 1.051823 1.832716 -0.196043 -0.1 0.0 0.0 0.364
O 0.811567 -0.722473 0.913887 0.2 -0.1 0.1 -0.383
C -0.527164 -0.342792 0.637023 -0.4 0.2 -0.2 -0.241
C -0.843160 -0.154734 -0.848419 0.0 -0.2 0.2 -0.601
C -2.341644 0.096520 -1.009472 0.3 -0.1 -0.1 -0.535
N -2.710372 1.280799 -0.256962 0.0 -0.2 0.0 0.369
C -2.518781 1.052230 1.161730 0.2 0.1 0.0 -0.657
C -1.029110 0.858110 1.441916 0.0 -0.3 0.1 -0.706
H -0.498574 1.766342 1.162792 0.0 0.0 0.0 0.181
H -0.865361 0.678509 2.505846 0.0 0.0 0.0 0.362
H -2.877313 1.919451 1.717444 0.0 -0.1 0.1 0.489
H -3.066433 0.158881 1.511838 -0.1 0.1 0.0 0.244
C -3.968338 1.891823 -0.643875 -0.4 0.0 0.1 -0.108
C -3.984382 3.369974 -0.246452 -0.1 -0.3 -0.1 -1.748
H -4.138498 3.492481 0.822537 0.0 0.1 0.2 0.364
H -4.783852 3.889860 -0.767273 -0.1 0.1 0.0 0.461
H -3.035606 3.823953 -0.515942 0.1 0.1 0.0 0.413
H -4.009433 1.830433 -1.737024 0.0 0.0 0.1 0.384
C -5.236271 1.199643 -0.104881 0.2 0.4 -0.1 -0.958
O -5.306772 -0.098056 -0.652924 0.0 -0.2 -0.1 -0.156
C -6.349358 -0.904555 -0.309636 -0.1 -0.2 0.0 0.530
C -6.337585 -2.180125 -0.876852 0.1 0.2 0.0 -0.434
C -7.345971 -3.077382 -0.596010 0.0 0.0 0.0 -0.454
C -8.382310 -2.721623 0.253875 -0.2 0.0 0.1 -0.522
C -8.395667 -1.459720 0.816525 -0.1 -0.1 0.0 -0.628
C -7.388160 -0.548513 0.542467 0.2 0.3 0.0 -0.286
H -7.425442 0.430226 0.995012 0.0 0.1 0.0 0.377
H -9.198269 -1.171515 1.479713 -0.1 0.0 0.0 0.349
H -9.171701 -3.424022 0.473755 -0.1 -0.1 0.0 0.377
H -7.324553 -4.060708 -1.041939 0.0 -0.1 0.0 0.369
H -5.524101 -2.439097 -1.536595 0.1 0.0 -0.1 0.394
H -6.114956 1.787723 -0.404529 0.0 -0.1 0.1 0.582
H -5.205551 1.154351 0.991774 0.0 0.0 -0.1 0.490
H -2.571286 0.264994 -2.063277 0.0 -0.1 0.0 0.496
H -2.901197 -0.792143 -0.676275 0.0 0.0 -0.1 0.218
H -0.298650 0.693260 -1.259342 0.0 0.0 0.0 0.175
H -0.550610 -1.049741 -1.399930 0.0 0.0 0.0 0.361
H -1.082158 -1.227094 0.983293 0.0 0.2 -0.1 0.346
H 3.088856 -1.548111 1.465387 0.0 -0.1 0.1 0.493
H 6.550100 0.103557 -0.409069 -0.1 0.0 0.1 0.345
H 7.775728 -1.784021 1.472002 0.1 0.1 -0.1 0.410
H 8.705810 -0.392748 0.864216 0.0 -0.1 0.1 0.297
H 9.166460 -2.458303 -0.490486 0.0 0.0 0.0 0.361
H 7.424585 -2.582600 -0.862621 0.1 0.0 0.1 0.309
H 10.414313 -1.022343 -1.839253 0.0 0.0 0.0 0.299
H 9.529692 0.145528 -2.854651 0.1 0.0 0.0 0.251
H 9.648659 0.406703 -1.099207 0.0 0.0 0.0 0.275

(4)
63
Properties=species:S:1:pos:R:3:forces:R:3:mulliken_charge:R:1 method="wB97M-V/def2-TZVPD" e_homo_ev=-8.295 smiles="CCOc1cc([C@H]2[C@@H]3CCCC[C@]3(O)CCN2CC(=O)NCc2ccco2)ccc1O" multiplicity=1 de_lowest_kj_mol=83.5 gap_ev=8.87
C -2.347160 -4.405252 1.236794 0.4 0.1 0.0 -0.897
C -0.937478 -4.326466 1.813463 -0.5 -0.1 0.3 -0.400
O 0.053454 -4.200847 0.814484 0.4 0.3 -0.5 -0.557
C 0.154881 -3.016825 0.116595 0.1 -0.2 -0.1 0.440
C -0.438883 -1.816395 0.456648 0.0 -0.1 0.0 0.130
C -0.243218 -0.679567 -0.324250 0.2 0.0 -0.2 0.001
C 0.553037 -0.764173 -1.453670 -0.2 0.0 0.1 0.066
C 1.161413 -1.959256 -1.801776 0.0 -0.3 0.1 -1.398
C 0.972550 -3.088533 -1.025623 -0.1 0.0 0.2 0.554
O 1.577314 -4.258311 -1.361785 0.0 0.0 0.0 -0.660
H 1.302327 -4.925659 -0.717551 0.0 0.0 0.0 0.349
H 1.783753 -2.035864 -2.678826 0.1 0.0 -0.1 0.438
H 0.703677 0.107880 -2.071646 0.0 0.2 -0.1 0.515
C -0.900721 0.618098 0.070499 -0.3 -0.2 0.1 -1.804
N -0.588211 0.951495 1.463969 0.2 0.0 -0.1 0.060
C -1.142066 2.252143 1.807411 -0.3 0.2 0.1 -0.576
C -2.661067 2.208925 1.718167 0.1 0.0 -0.3 -1.605
H -3.029975 1.482604 2.449006 0.0 0.0 0.0 0.341
H -3.074997 3.185853 1.972851 -0.1 0.0 0.0 0.435
C -3.159588 1.787101 0.328178 0.6 0.1 0.4 0.827
C -2.962705 2.898765 -0.707455 -0.3 -0.3 0.0 -1.130
C -3.398102 2.440325 -2.095734 0.2 0.1 0.0 -0.934
C -2.627170 1.194406 -2.515525 -0.3 -0.1 0.0 -0.390
C -2.847018 0.079430 -1.498360 0.1 0.0 0.0 -1.861
H -3.912583 -0.160953 -1.478553 0.0 -0.1 0.0 0.594
H -2.300617 -0.818175 -1.795713 -0.1 0.0 0.0 0.306
C -2.429515 0.492691 -0.083166 -0.2 0.2 -0.3 0.309
H -2.750490 -0.294301 0.612073 0.0 0.0 0.1 1.095
H -1.564031 1.426346 -2.596369 0.1 0.0 -0.1 0.169
H -2.967752 0.858800 -3.497363 0.1 0.0 0.0 0.446
H -4.464756 2.213708 -2.069462 0.0 0.0 -0.1 0.351
H -3.235469 3.246203 -2.814057 -0.1 0.0 0.0 0.470
H -1.916575 3.202029 -0.726842 0.1 0.1 0.0 0.309
H -3.563683 3.755635 -0.399060 0.1 0.1 0.1 0.495
O -4.561447 1.555949 0.383912 -0.3 0.0 -0.1 -0.634
H -4.735297 0.878293 1.046361 0.0 0.0 0.0 0.559
H -0.853667 2.478429 2.837439 0.0 0.1 -0.1 0.487
H -0.741235 3.047124 1.163736 0.0 0.0 0.1 0.313
C 0.833253 0.857480 1.766018 -0.1 0.1 0.1 -1.304
C 1.726339 1.602205 0.772101 0.1 -0.5 0.1 0.794
O 1.601249 2.784263 0.523285 -0.2 0.5 0.0 -0.689
N 2.653384 0.825112 0.169009 0.3 -0.1 0.0 -0.013
H 2.696581 -0.161666 0.366342 -0.1 0.1 0.1 0.283
C 3.591795 1.340411 -0.811879 0.1 0.2 0.3 -0.794
C 4.998606 1.035708 -0.421172 -0.1 -0.8 -0.6 0.304
C 5.781033 -0.057651 -0.659665 -0.5 0.5 0.0 -0.455
C 7.011210 0.184347 -0.001603 0.1 0.5 0.3 -0.450
C 6.880927 1.401815 0.590469 0.6 -0.7 -0.1 -0.469
O 5.668989 1.921367 0.344768 -0.4 0.4 0.1 -0.332
H 7.554001 1.984985 1.186873 0.0 0.2 0.1 0.455
H 7.866937 -0.458291 0.023222 0.2 -0.1 0.1 0.426
H 5.517364 -0.920713 -1.236312 -0.1 -0.2 -0.2 0.498
H 3.433554 2.421574 -0.847022 0.0 -0.2 -0.1 0.374
H 3.379967 0.899687 -1.792060 0.1 0.1 0.1 0.354
H 0.991185 1.293649 2.755988 0.1 0.0 -0.1 0.621
H 1.112462 -0.198516 1.804371 0.1 0.1 0.1 0.239
H -0.534782 1.411692 -0.599998 0.0 -0.1 0.0 0.963
H -1.048244 -1.727275 1.341331 -0.1 0.0 0.2 0.448
H -0.857627 -3.507326 2.538287 0.1 -0.1 0.0 0.298
H -0.686601 -5.261109 2.322869 0.0 0.2 0.0 0.361
H -2.423430 -5.248265 0.554240 0.0 -0.1 0.0 0.320
H -3.064213 -4.537567 2.042008 -0.1 0.0 0.1 0.361
H -2.590883 -3.497551 0.689749 -0.1 0.1 0.0 0.193